84
Properties=species:S:1:pos:R:3:forces:R:3 method="wB97M-V/def2-TZVPD" total_charge=+3 multiplicity=5 homo_lumo_gap_ev="7.8 / 3.1" e_homo_ev="-15.026 / -15.015"
Pt 0.8584 0.5689 -0.4960 -0.5 0.0 0.1
O 1.2044 4.7285 -1.0786 0.1 -0.1 0.1
C 0.8327 3.6319 -0.7066 0.2 0.0 -0.4
N 0.6996 2.5017 -1.4741 0.0 -0.2 0.3
C 0.9452 2.4861 -2.8116 0.5 0.5 -0.2
O 1.5432 3.3263 -3.4768 0.2 -0.1 0.4
C 0.4255 1.2529 -3.4825 -0.1 0.0 -0.3
C 0.0086 1.3123 -4.8015 0.0 -0.1 0.0
C -0.5539 0.1774 -5.3673 0.0 0.0 0.0
C -0.6559 -0.9700 -4.5977 0.0 -0.1 0.1
C -0.1663 -0.9541 -3.3015 0.0 -0.1 -0.2
N 0.3668 0.1349 -2.7521 0.0 0.0 0.3
C 0.4907 3.3966 0.7366 0.0 0.1 0.1
C 0.0219 4.4342 1.5245 0.0 0.0 0.0
C -0.2302 4.1858 2.8653 0.0 0.1 0.0
C 0.0358 2.9243 3.3744 0.0 -0.1 0.0
C 0.5111 1.9472 2.5158 0.0 0.1 0.1
N 0.7218 2.1719 1.2205 0.0 -0.3 -0.1
H 0.1149 2.2363 -5.3524 0.0 0.0 0.0
H -0.9133 0.1882 -6.3875 0.0 0.0 0.0
H -1.1095 -1.8692 -4.9908 0.0 0.0 0.0
H -0.1967 -1.8479 -2.6910 -0.1 0.0 0.0
H -0.1360 5.4084 1.0829 0.0 0.0 0.0
H -0.6108 4.9719 3.5037 0.0 0.0 0.0
H -0.1196 2.6925 4.4188 0.0 0.0 0.0
H 0.7378 0.9538 2.8828 0.0 0.0 0.0
C -7.4700 -1.0700 1.5466 -0.2 -0.2 0.0
C -6.0075 -0.9244 1.2910 0.4 0.0 -0.1
C -5.3270 0.2511 1.6045 -0.2 -0.2 0.0
C -3.9753 0.4051 1.3516 0.2 -0.2 -0.1
C -3.2924 1.7016 1.6916 0.0 0.0 -0.1
C -3.2728 -0.6817 0.7963 0.1 0.1 0.1
C -3.9276 -1.8809 0.4753 0.0 0.0 0.1
C -3.2056 -3.0346 -0.1708 -0.1 0.0 0.0
C -5.2858 -1.9739 0.7167 -0.1 0.1 0.1
C -1.8271 -0.5269 0.4720 -1.1 0.5 -0.5
O -1.4376 0.4141 -0.2292 0.7 -0.1 0.3
O -1.0381 -1.4630 0.9352 1.2 -0.3 0.2
H -7.9119 -0.1495 1.9182 0.0 0.0 0.0
H -7.6549 -1.8699 2.2675 0.0 0.1 0.1
H -7.9905 -1.3765 0.6373 0.0 0.1 0.0
H -5.8749 1.0718 2.0517 0.0 0.0 0.0
H -3.9648 2.3530 2.2455 0.0 0.0 0.0
H -2.9813 2.2216 0.7851 0.0 0.0 0.0
H -2.4030 1.5219 2.2975 0.0 0.1 0.1
H -2.6593 -2.7058 -1.0596 0.0 -0.1 0.0
H -3.9139 -3.8002 -0.4780 0.0 0.0 0.0
H -2.5006 -3.4944 0.5267 -0.1 0.0 0.0
H -5.8129 -2.8805 0.4434 0.0 0.0 0.0
N 4.1961 4.4547 -2.2768 -1.1 -0.2 -0.6
C 4.7836 3.1176 -1.9725 0.1 -0.6 0.2
C 4.0515 2.3589 -0.8381 -0.2 0.0 -0.1
N 3.3395 1.1108 -1.2319 0.2 0.2 0.1
H 4.7484 4.9332 -2.9895 0.0 0.1 0.0
H 4.1460 5.0618 -1.4602 -0.1 0.1 0.1
H 3.2155 4.3435 -2.6625 0.4 0.1 0.4
H 5.8257 3.2695 -1.7004 0.0 0.1 -0.1
H 4.7598 2.5467 -2.9001 0.0 0.1 0.0
H 3.3471 3.0331 -0.3530 -0.1 0.0 0.0
H 4.7851 2.0833 -0.0842 0.0 0.1 0.1
H 3.9513 0.3249 -1.0510 0.1 0.0 -0.1
H 3.1628 1.1007 -2.2309 -0.1 0.0 -0.1
C 2.7242 -4.2702 0.3956 0.1 -0.3 -0.1
N 3.2630 -3.1051 1.0973 -0.2 0.2 -0.1
C 3.0352 -3.2334 2.5357 0.1 -0.1 0.3
N 1.5858 -3.2659 2.7241 0.1 0.1 -0.7
C 0.9806 -4.4230 2.0603 -0.4 -0.6 0.4
N 1.2816 -4.2761 0.6352 0.3 0.7 0.3
C 0.5575 -3.2528 -0.0485 0.1 -0.5 -0.2
P 0.8157 -1.5060 0.6720 -1.6 0.9 -0.4
C 2.9160 -1.8743 0.5490 0.9 -0.3 0.0
C 0.9140 -2.0247 2.5061 0.1 -0.2 0.4
H 3.1669 -5.1840 0.7903 0.0 0.0 0.0
H 2.9355 -4.2014 -0.6697 -0.1 0.0 0.0
H 3.4722 -2.3908 3.0680 -0.1 0.0 0.0
H 3.4765 -4.1601 2.9004 0.0 0.0 0.0
H -0.0948 -4.4446 2.2298 0.0 0.1 -0.1
H 1.4261 -5.3404 2.4421 0.0 0.0 0.0
H -0.5130 -3.4570 0.0029 0.1 0.1 0.1
H 0.8729 -3.2188 -1.0936 0.1 0.0 0.0
H 3.3585 -1.0376 1.0889 -0.2 0.0 0.1
H 3.1197 -1.8317 -0.5203 -0.2 0.0 0.0
H -0.1167 -2.1094 2.8518 0.0 0.0 -0.1
H 1.4186 -1.2302 3.0600 0.1 0.0 -0.1